[1]
Entry from OMol25: a 2-piece molecular cluster, C25H48BF3I3N2O6 overall (the ωB97M-V functional and the def2-TZVPD basis).

```
88
Properties=species:S:1:pos:R:3:mulliken_charge:R:1
C -4.990 6.097 1.307 -0.84
O -4.462 4.977 0.629 -0.23
C -5.082 4.706 -0.614 -0.81
C -6.463 4.079 -0.499 -0.48
C -6.496 2.541 -0.416 -1.00
C -5.342 1.915 0.356 0.23
C -5.379 0.389 0.302 -1.12
C -4.531 -0.264 1.383 -1.01
C -3.037 -0.052 1.137 0.23
C -2.125 -0.855 2.081 -0.95
C -1.160 0.027 2.891 -1.10
C 0.331 -0.018 2.538 -1.63
C 0.811 -0.401 1.129 -1.21
C 0.867 0.559 -0.085 2.48
C 1.180 2.009 0.435 -1.44
I -0.590 2.928 1.370 0.26
C 1.813 3.218 -0.330 -0.47
C 3.242 3.546 0.160 -1.14
I 1.703 3.426 -2.473 0.11
N -0.528 0.608 -0.752 0.86
C -0.818 -0.249 -1.958 -0.86
I -1.322 -2.288 -1.562 0.19
C 0.284 -0.121 -3.012 -1.01
N 1.459 0.467 -2.438 -0.14
C 1.852 -0.038 -1.128 0.11
C 3.315 0.403 -0.903 -1.57
O 3.956 -0.406 0.054 -0.26
C 4.424 0.230 1.231 -0.71
B 2.105 -1.663 -1.261 1.27
O 2.621 -2.053 -2.491 -0.70
O 1.906 -2.627 -0.322 -0.84
H -4.188 6.546 1.883 0.23
H -5.790 5.809 1.990 0.28
H -5.391 6.835 0.612 0.38
H -5.156 5.634 -1.188 0.43
H -4.404 4.057 -1.160 0.40
H -7.026 4.385 -1.379 0.34
H -7.001 4.500 0.347 0.34
H -7.415 2.255 0.094 0.30
H -6.564 2.126 -1.420 0.38
H -5.388 2.267 1.386 0.28
H -4.402 2.256 -0.072 -0.07
H -5.046 0.076 -0.689 0.32
H -6.412 0.059 0.406 0.47
H -4.728 -1.333 1.414 0.46
H -4.785 0.189 2.340 0.46
H -2.869 -0.308 0.084 -0.31
H -2.839 1.015 1.244 -0.02
H -1.626 -1.653 1.537 0.40
H -2.776 -1.367 2.785 0.60
H -1.544 1.042 2.856 0.31
H -1.246 -0.244 3.941 0.49
H 0.783 -0.777 3.176 0.66
H 0.788 0.906 2.897 0.16
H 1.838 -0.711 1.263 0.71
H 0.258 -1.272 0.806 0.47
H 1.815 1.845 1.297 0.25
H 1.229 4.089 -0.096 0.68
H 3.626 2.780 0.825 0.40
H 3.229 4.482 0.710 0.29
H 3.937 3.672 -0.662 0.33
H -1.249 0.434 -0.045 -0.59
H -0.635 1.559 -1.115 0.58
H -1.731 0.161 -2.370 1.05
H 0.453 -1.089 -3.487 0.32
H -0.088 0.539 -3.796 0.39
H 2.226 0.529 -3.086 0.48
H 3.430 1.471 -0.729 0.04
H 3.813 0.202 -1.853 0.66
H 3.596 0.579 1.852 0.20
H 4.988 -0.508 1.786 0.33
H 5.072 1.071 0.989 0.35
H 3.577 -2.155 -2.480 0.32
H 2.674 -3.208 -0.268 0.23
C 4.832 -7.427 -2.453 -1.09
C 4.304 -7.431 -1.037 -0.18
O 5.278 -6.893 -0.110 -0.32
C 5.367 -5.586 -0.036 0.35
O 4.722 -4.770 -0.634 -0.57
C 6.437 -5.193 1.006 0.95
F 7.552 -5.895 0.842 -0.24
F 5.962 -5.419 2.234 -0.26
F 6.723 -3.900 0.897 -0.23
H 5.776 -7.969 -2.510 0.32
H 4.113 -7.908 -3.115 0.38
H 5.000 -6.411 -2.810 0.29
H 4.128 -8.445 -0.688 0.32
H 3.375 -6.870 -0.945 0.28
```

The net charge is +1. Its LUMO energy is -2.59 eV. Its highest occupied orbital energy is -10.92 eV. The energy above the lowest of the compared OMol25 structures with the same formula, charge and spin comes out at 0.00 kcal per mole.

[2]
Entry from OMol25: a 3-piece molecular cluster, C25H48BFIN3O11P4 overall (the ωB97M-V functional and the def2-TZVPD basis).

```
94
Properties=species:S:1:pos:R:3:mulliken_charge:R:1
C 7.807 -5.460 3.223 -1.08
C 7.929 -3.906 2.924 -0.49
C 6.462 -3.343 2.682 -0.15
C 6.229 -2.805 1.205 -0.82
C 5.050 -1.723 1.284 -0.76
C 3.681 -2.519 1.214 -0.35
C 2.898 -2.595 2.612 -1.24
C 1.511 -1.907 2.481 0.68
C 1.129 -0.675 3.192 -0.65
I 2.595 0.175 4.496 -0.01
C -0.207 -0.013 3.027 0.69
P -0.884 1.515 3.853 0.43
N -2.070 0.852 4.998 -0.76
O 0.197 2.330 4.844 -0.41
C -1.152 -0.663 2.081 0.00
B -2.615 0.000 1.807 0.29
C -3.991 -0.850 1.955 -0.84
O -2.776 1.350 1.384 -0.45
C -0.809 -1.934 1.352 -0.24
N -1.793 -2.420 0.500 -0.35
C -1.389 -3.574 -0.083 0.20
P -2.612 -4.383 -1.278 0.56
O -3.749 -3.481 -1.665 -0.66
C -0.073 -4.244 0.144 -0.14
C 0.240 -5.614 -0.573 -0.99
C -0.264 -6.808 0.358 0.51
C -0.556 -6.399 1.842 -0.98
F 0.713 -7.847 0.405 -0.36
N 0.902 -3.746 0.943 -0.03
C 0.508 -2.563 1.557 0.05
H 8.742 -5.874 3.701 0.35
H 7.575 -5.985 2.251 0.25
H 6.926 -5.611 3.912 0.30
H 8.340 -3.374 3.832 0.30
H 8.617 -3.732 2.053 0.30
H 6.283 -2.462 3.366 0.23
H 5.673 -4.128 2.865 0.11
H 7.145 -2.322 0.764 0.44
H 5.962 -3.648 0.501 0.24
H 5.142 -1.045 2.169 0.38
H 5.130 -1.147 0.312 0.29
H 2.960 -2.068 0.469 0.37
H 3.854 -3.570 0.846 0.30
H 2.681 -3.696 2.771 0.15
H 3.508 -2.273 3.488 0.60
H -2.836 1.537 4.946 0.29
H -2.401 -0.058 4.659 0.37
H -0.002 2.050 5.765 0.30
H -3.725 -1.877 2.327 0.25
H -4.729 -0.311 2.604 0.30
H -4.375 -0.953 0.895 0.25
H -2.344 1.506 0.527 0.25
H -1.863 -4.765 -2.445 0.06
H -3.092 -5.569 -0.623 0.07
H -0.203 -5.681 -1.595 0.29
H 1.364 -5.700 -0.608 0.32
H -1.227 -7.197 -0.074 0.17
H -1.468 -5.746 1.951 0.27
H 0.289 -5.839 2.333 0.13
H -0.743 -7.313 2.466 0.41
C -1.146 4.958 2.220 -0.76
O -1.353 6.248 1.628 -0.37
P -0.982 6.353 -0.038 1.07
O -1.039 7.862 -0.036 -0.65
O -2.429 5.683 -0.427 -0.15
C -3.623 6.295 0.041 -0.75
O -0.466 6.197 -1.642 -0.47
C -1.159 6.932 -2.641 -0.42
H -1.510 4.985 3.246 0.31
H -1.693 4.187 1.672 0.31
H -0.081 4.718 2.227 0.37
H -3.481 7.350 0.280 0.36
H -3.982 5.767 0.927 0.26
H -4.376 6.210 -0.744 0.25
H -1.010 8.004 -2.512 0.27
H -2.223 6.693 -2.641 0.18
H -0.746 6.647 -3.610 0.21
C -4.161 3.138 -3.867 -0.77
O -3.735 4.238 -4.681 -0.28
P -2.410 3.912 -5.722 1.18
O -2.249 5.396 -5.983 -0.64
O -3.415 3.212 -6.814 -0.33
C -4.552 3.934 -7.271 -0.68
O -1.076 3.505 -6.691 -0.50
C -0.984 4.087 -7.981 -0.53
H -5.064 3.435 -3.332 0.26
H -4.387 2.263 -4.482 0.37
H -3.385 2.889 -3.141 0.29
H -4.433 5.012 -7.151 0.34
H -5.438 3.603 -6.727 0.26
H -4.689 3.710 -8.330 0.27
H -0.830 5.163 -7.913 0.26
H -1.869 3.866 -8.580 0.23
H -0.116 3.649 -8.476 0.26
```

Its LUMO energy is -2.71 eV. Its highest occupied orbital energy is -8.38 eV. The SMILES is CCCCCCCc1c(I)c(P(N)O)c(B(C)O)c2nc([PH2]=O)c(C[C@H](C)F)nc12.COP(=O)(OC)OC.COP(=O)(OC)OC. The energy above the lowest of the compared OMol25 structures with the same formula, charge and spin comes out at 88.88 kcal per mole.

[3]
Entry from OMol25: C25H48Br2NO13S5 as an isolated structure (the ωB97M-V functional and the def2-TZVPD basis).

```
94
Properties=species:S:1:pos:R:3:mulliken_charge:R:1
C -1.544 -2.657 -2.698 -0.82
C -0.956 -1.286 -3.397 -0.04
Br -1.509 0.265 -2.193 -0.19
C 0.681 -1.212 -3.481 -0.38
Br 1.194 0.719 -3.836 -0.17
C 1.363 -2.180 -4.614 0.57
N 2.210 -3.307 -4.018 -0.39
O 3.478 -2.785 -4.037 -0.44
C 0.319 -2.817 -5.706 0.05
O -0.094 -2.015 -6.724 -0.70
O -0.185 -4.200 -5.723 -0.74
H -1.161 -2.835 -1.597 0.33
H -2.724 -2.522 -2.619 0.31
H -1.390 -3.617 -3.389 0.24
H -1.512 -1.103 -4.414 0.42
H 1.159 -1.486 -2.422 0.32
H 2.116 -1.493 -5.234 0.31
H 1.993 -3.419 -2.991 0.29
H 4.004 -3.210 -3.295 0.29
C 2.186 5.831 -6.790 -0.57
C 2.959 4.522 -6.945 -0.63
C 3.244 3.989 -5.542 -0.55
S 1.931 4.602 -4.498 1.10
O 2.500 5.520 -3.533 -0.70
O 1.076 3.499 -4.108 -0.61
C 1.103 5.551 -5.759 -0.72
H 1.760 6.166 -7.740 0.33
H 2.859 6.616 -6.424 0.28
H 2.345 3.800 -7.497 0.30
H 3.886 4.664 -7.510 0.31
H 3.245 2.896 -5.520 0.25
H 4.192 4.370 -5.154 0.36
H 0.678 6.458 -5.326 0.39
H 0.310 4.927 -6.181 0.38
C -3.245 -6.745 0.217 -0.67
C -2.203 -7.853 0.071 -0.60
C -0.895 -7.198 -0.367 -0.71
S -0.931 -5.531 0.276 1.03
O -0.981 -4.609 -0.839 -0.56
O 0.045 -5.409 1.340 -0.72
C -2.557 -5.634 0.997 -0.55
H -4.144 -7.098 0.730 0.34
H -3.540 -6.381 -0.774 0.31
H -2.062 -8.351 1.038 0.27
H -2.522 -8.616 -0.647 0.33
H -0.026 -7.724 0.038 0.34
H -0.821 -7.140 -1.456 0.38
H -3.065 -4.672 0.913 0.37
H -2.440 -5.907 2.050 0.32
C -1.319 5.384 0.738 -0.55
C -0.244 4.705 -0.109 -0.50
C -0.227 3.226 0.271 -0.30
S -1.880 2.834 0.825 1.09
O -1.827 2.502 2.233 -0.63
O -2.518 1.973 -0.151 -0.70
C -2.540 4.480 0.657 -0.79
H -1.542 6.393 0.378 0.35
H -0.977 5.462 1.777 0.28
H -0.496 4.811 -1.171 0.18
H 0.739 5.163 0.042 0.34
H 0.029 2.594 -0.583 0.21
H 0.462 3.033 1.098 0.19
H -3.270 4.672 1.444 0.39
H -3.018 4.550 -0.325 0.32
C -1.931 -0.253 4.194 -0.19
C -0.855 -0.932 3.347 -0.13
C -0.839 -2.412 3.727 -0.42
S -2.491 -2.804 4.281 1.12
O -2.439 -3.135 5.689 -0.72
O -3.130 -3.664 3.305 -0.60
C -3.151 -1.157 4.112 -0.86
H -2.153 0.756 3.834 0.16
H -1.589 -0.175 5.233 0.14
H -1.107 -0.827 2.285 0.25
H 0.128 -0.474 3.498 -0.08
H -0.582 -3.043 2.873 0.19
H -0.149 -2.605 4.554 0.30
H -3.882 -0.965 4.900 0.46
H -3.629 -1.087 3.131 0.39
C 2.350 1.292 7.254 -0.73
C 2.408 2.790 6.956 -0.65
C 2.806 2.951 5.490 -0.65
S 2.226 1.485 4.651 1.06
O 3.375 0.739 4.181 -0.69
O 1.122 1.838 3.781 -0.49
C 1.579 0.672 6.098 -0.44
H 1.868 1.087 8.214 0.34
H 3.366 0.883 7.290 0.33
H 1.418 3.233 7.121 0.30
H 3.112 3.306 7.616 0.33
H 2.343 3.834 5.042 0.32
H 3.893 3.001 5.374 0.37
H 1.722 -0.407 6.016 0.44
H 0.512 0.907 6.165 0.17
```

The net charge is -1. Its LUMO energy is 1.64 eV. Its highest occupied orbital energy is -3.84 eV.

[4]
Entry from OMol25: a 10-piece molecular cluster, C25H48Cl18N5OS overall (the ωB97M-V functional and the def2-TZVPD basis).

```
98
Properties=species:S:1:pos:R:3:mulliken_charge:R:1
C -2.414 -1.596 0.841 -1.08
C -2.496 -0.259 1.615 0.26
C -1.319 0.647 1.277 -0.88
O -1.192 0.673 -0.144 0.05
C -0.326 1.656 -0.591 -0.38
N 0.350 1.146 -1.783 0.47
N 1.709 1.037 -1.870 -0.40
C 1.988 0.502 -3.058 -0.20
N 0.906 0.259 -3.757 -0.35
C -0.102 0.679 -2.965 0.36
N -1.365 0.610 -3.357 0.29
N -2.460 1.069 -2.597 -0.43
C -3.536 0.525 -2.891 0.36
S -4.953 -0.069 -2.894 -0.24
H -3.221 -1.700 0.123 0.27
H -2.499 -2.411 1.557 0.31
H -1.467 -1.722 0.322 0.25
H -2.511 -0.446 2.682 -0.02
H -3.399 0.238 1.281 0.07
H -1.522 1.639 1.682 0.46
H -0.420 0.241 1.752 0.37
H 0.455 1.814 0.158 0.39
H -0.807 2.615 -0.786 0.21
H 2.366 1.311 -1.159 0.23
H 3.000 0.316 -3.372 0.46
H -1.541 0.209 -4.268 0.20
Cl -1.244 -0.863 5.181 -0.18
C -2.397 -1.657 6.290 -0.34
C -3.031 -2.871 5.665 -0.51
Cl -4.125 -2.439 4.324 -0.19
H -3.140 -0.922 6.581 0.16
H -1.835 -1.949 7.174 0.37
H -3.629 -3.393 6.410 0.36
H -2.283 -3.558 5.277 0.33
Cl -3.979 2.849 1.189 -0.16
C -4.969 3.347 -0.209 -0.43
C -4.130 3.904 -1.329 0.23
Cl -3.376 5.462 -0.904 -0.19
H -5.700 4.068 0.145 0.42
H -5.498 2.461 -0.558 0.20
H -4.756 4.079 -2.203 0.35
H -3.337 3.214 -1.604 -0.38
Cl -2.285 0.132 9.063 -0.18
C -3.413 1.199 9.946 -0.44
C -4.784 0.587 10.056 -0.50
Cl -5.594 0.482 8.470 -0.18
H -3.438 2.154 9.429 0.33
H -2.994 1.357 10.939 0.32
H -5.409 1.204 10.698 0.34
H -4.738 -0.415 10.474 0.33
Cl 2.485 -1.502 -6.597 -0.19
C 1.010 -2.126 -7.385 -0.52
C 0.084 -1.020 -7.813 -0.62
Cl -0.656 -0.171 -6.421 -0.20
H 0.527 -2.812 -6.694 0.39
H 1.336 -2.686 -8.258 0.31
H -0.734 -1.433 -8.400 0.37
H 0.604 -0.278 -8.412 0.34
Cl 3.234 1.701 12.189 -0.16
C 1.881 0.936 11.321 -0.51
C 0.919 1.954 10.769 -0.05
Cl 0.018 2.800 12.056 -0.20
H 1.388 0.249 12.005 0.36
H 2.312 0.361 10.504 0.28
H 0.180 1.460 10.140 -0.02
H 1.434 2.703 10.173 0.30
Cl 3.389 -2.093 -9.889 -0.19
C 4.996 -1.767 -9.188 -0.39
C 6.063 -2.625 -9.817 -0.45
Cl 5.863 -4.344 -9.387 -0.18
H 4.931 -1.932 -8.116 0.26
H 5.214 -0.716 -9.366 0.33
H 7.043 -2.317 -9.457 0.33
H 6.052 -2.547 -10.900 0.31
Cl -5.114 0.033 -7.844 -0.18
C -4.801 1.785 -7.917 -0.42
C -3.396 2.119 -7.492 -0.52
Cl -3.138 1.812 -5.755 -0.06
H -5.537 2.283 -7.292 0.31
H -4.953 2.097 -8.949 0.33
H -3.195 3.176 -7.660 0.33
H -2.662 1.535 -8.042 0.23
Cl 3.178 -7.941 -10.950 -0.20
C 4.794 -7.642 -10.259 -0.09
C 5.853 -8.510 -10.886 -0.43
Cl 5.653 -10.229 -10.462 -0.18
H 4.733 -7.804 -9.186 0.37
H 5.024 -6.594 -10.439 -0.08
H 6.834 -8.205 -10.525 0.28
H 5.841 -8.428 -11.970 0.33
Cl 7.820 4.475 10.933 -0.18
C 6.693 5.525 11.830 -0.42
C 5.325 4.908 11.965 -0.39
Cl 4.476 4.806 10.402 -0.18
H 6.648 6.482 11.317 0.32
H 7.121 5.680 12.819 0.30
H 4.710 5.521 12.621 0.30
H 5.381 3.905 12.379 0.25
```

The net charge is +1. Its LUMO energy is -3.18 eV. Its highest occupied orbital energy is -11.66 eV.

[5]
Entry from OMol25: C25H48Cl3MnN4O3SSi as an isolated structure (the ωB97M-V functional and the def2-TZVPD basis).

```
86
Properties=species:S:1:pos:R:3:mulliken_charge:R:1
C -1.582 -1.867 -3.517 -0.64
C -1.129 -2.750 -2.418 -0.03
H -1.390 -2.305 -4.499 0.35
H -1.026 -0.916 -3.455 -0.37
H -2.653 -1.617 -3.440 0.25
C -0.548 -3.967 -2.593 0.16
C -0.309 -4.600 -3.919 -1.63
H -0.260 -4.553 -1.724 0.47
H -0.347 -3.898 -4.763 0.38
H -1.031 -5.407 -4.125 0.29
H 0.692 -5.055 -3.914 0.33
Mn 0.085 0.797 -1.049 0.88
Cl -2.118 1.151 -1.019 -0.83
Cl 1.087 2.808 -1.277 -0.73
H 0.647 4.532 3.615 0.34
H -1.303 5.868 2.550 0.31
C 0.819 4.071 2.642 -0.71
C -1.041 5.355 1.621 -0.90
N -0.443 4.060 1.923 0.29
H 1.193 3.051 2.780 -0.03
C -0.865 2.928 1.335 -0.36
O -0.238 1.848 1.383 -0.20
H -1.947 5.217 1.031 0.30
H -1.828 3.027 0.794 0.38
H 1.556 4.654 2.082 0.30
H -0.345 5.984 1.055 0.27
H 1.422 -1.696 -3.170 0.14
H 2.525 -3.832 -1.515 0.21
C 2.379 -1.246 -2.881 -0.99
C 3.314 -3.070 -1.472 -0.86
N 2.753 -1.724 -1.551 0.36
H 2.270 -0.160 -2.892 0.19
C 2.496 -0.991 -0.457 -0.10
O 1.996 0.156 -0.479 -0.56
H 3.861 -3.206 -0.536 0.31
H 2.788 -1.464 0.503 0.29
H 3.158 -1.564 -3.580 0.47
H 3.985 -3.217 -2.323 0.32
O -0.174 -1.161 -1.003 1.32
C -1.204 -2.084 -1.065 -0.09
C 0.098 -3.559 0.535 0.36
C -1.137 -3.077 0.094 -0.06
H 1.020 -3.184 0.077 -0.05
C 0.144 -4.585 1.485 -0.70
H -2.167 -1.551 -0.998 0.56
C -2.317 -3.578 0.642 -0.51
H 1.115 -4.940 1.840 0.36
C -1.040 -5.157 1.968 -0.64
C -2.281 -4.652 1.541 -0.72
H -3.254 -3.154 0.277 0.43
H -0.983 -6.002 2.661 0.34
H -3.235 -5.079 1.872 0.34
Si -0.258 3.540 -3.938 0.48
Cl -0.155 1.362 -3.859 -0.35
C 1.499 4.210 -4.038 -1.03
C -1.528 4.201 -2.705 -0.60
C -1.038 4.141 -5.586 -1.19
H 2.268 3.457 -3.839 0.27
H 1.634 5.035 -3.331 0.31
H 1.673 4.637 -5.037 0.34
H -0.381 3.970 -6.456 0.31
H -1.220 5.224 -5.497 0.30
H -2.005 3.652 -5.786 0.30
H -1.686 3.557 -1.823 -0.03
H -2.489 4.307 -3.241 0.30
H -1.254 5.214 -2.377 0.29
C -2.381 -0.326 3.557 -0.89
N -1.127 -0.160 4.303 0.30
C -1.194 0.638 5.533 -1.03
C 0.035 -0.463 3.661 -0.95
S 0.004 -1.142 2.122 0.29
N 1.216 -0.014 4.207 0.48
C 1.593 -0.371 5.573 -1.20
C 2.342 0.126 3.291 -1.30
H -3.186 0.153 4.131 0.36
H -2.598 -1.402 3.411 0.24
H -2.299 0.132 2.549 0.26
H -1.045 0.034 6.441 0.28
H -0.471 1.458 5.508 0.37
H -2.202 1.080 5.629 0.39
H 1.263 -1.381 5.845 0.31
H 2.697 -0.359 5.615 0.47
H 1.205 0.377 6.278 0.30
H 2.742 -0.852 3.013 0.39
H 2.026 0.621 2.378 0.19
H 3.113 0.702 3.800 0.51
```

The net charge is -1. Its LUMO energy (spin up / spin down) is 2.55 / 2.55 eV. Its highest occupied orbital energy (spin up / spin down) is -3.26 / -4.71 eV. Its expectation value of S² is 8.756. The spin multiplicity is 6. The energy above the lowest of the compared OMol25 structures with the same formula, charge and spin comes out at 10.41 kcal per mole.

Total energy across the listed records, respectively: -75093.87741 -102340.49769 -249066.83097 -272434.20533 -126413.52042 eV.